Density functional theory data (ωB97M-V/def2-TZVPD) for an isolated ion of composition C8H9N6O and charge +1.

```
24
Properties=species:S:1:pos:R:3:forces:R:3
O -1.0079 0.8731 1.3751 1.3 1.0 0.0
N -0.3389 -1.2883 0.6816 -0.2 0.3 -0.2
N 0.2138 -0.9149 -1.7600 1.1 -0.4 -0.6
N 1.2314 0.8307 -0.6450 3.5 0.9 2.7
N 4.3385 1.0033 -3.1193 -0.1 -0.4 0.0
N 1.5324 -1.2861 -3.4717 1.5 0.0 -1.5
N -0.1221 -0.5832 2.9006 -0.4 1.2 -1.9
C 2.1852 -0.3531 -2.6960 -1.6 0.2 1.0
C -0.3844 -0.2298 1.6306 -1.4 -3.4 -1.6
C -0.6071 -1.3056 -0.7417 -0.6 1.3 1.0
C 1.3249 -0.0791 -1.6308 0.1 -1.3 -1.7
C 0.1848 1.7733 -0.7098 -1.0 -0.3 -0.9
C -1.0477 1.5037 0.1027 1.0 -0.5 0.2
C 3.4301 0.3068 -2.9941 -0.7 0.1 0.2
C 0.3915 -1.6196 -3.0087 1.6 0.4 1.2
H 2.1557 1.2570 -0.3531 -1.6 -0.9 -0.6
H 0.1418 -1.5371 3.0999 0.1 0.2 0.2
H -0.4911 0.0523 3.5874 0.2 -0.1 0.5
H -0.2152 1.7326 -1.7235 -0.2 0.3 -0.4
H -0.6208 -2.1999 1.0846 0.6 0.9 0.0
H -1.6716 2.3685 0.1098 -1.0 0.0 0.4
H -1.3015 -2.0095 -1.1469 -0.6 -0.5 0.8
H 0.6323 2.7551 -0.6661 -0.3 0.6 0.7
H -0.0217 -2.5212 -3.4469 -1.2 0.4 0.7
```
Positions in Å, forces in eV/Å.

- DFT total energy: -19418.2618 eV
- LUMO energy (spin up / spin down): -4.3 / -4.6 eV
- Total charge: +1
- Multiplicity: 1
- HOMO-LUMO gap (spin up / spin down): 7.683 / 7.024 eV
- Highest occupied orbital energy (spin up / spin down): -12.0112 / -11.6032 eV

Density functional theory data (ωB97M-V/def2-TZVPD) for a 3-piece molecular cluster, C30H47BClN4O7 overall.

```
90
Properties=species:S:1:pos:R:3:forces:R:3
Cl 0.6006 2.1000 -3.9236 0.3 -0.2 0.3
O 2.5654 6.1459 6.2183 -0.2 -0.2 -0.1
O -0.4605 -1.0191 -1.5264 5.3 2.6 0.2
O -5.9946 -2.9355 -2.4871 0.0 -0.3 -0.4
O 1.2565 -1.0836 -2.9925 0.8 2.2 2.6
O -3.5730 -6.4681 -5.6118 -0.2 0.1 0.2
O -0.9049 1.9041 -1.0748 1.8 0.8 -0.1
O -0.9476 3.0252 3.7641 0.2 0.2 0.2
N 4.9679 -1.8650 -0.2740 -0.4 0.6 0.6
N 2.7246 -2.6494 -0.4176 0.3 0.2 -0.9
N 1.7048 1.7352 -1.3572 -1.6 -0.5 -0.8
N 4.0250 -2.0098 -2.4475 -0.6 0.4 1.1
C 3.6414 -1.6619 -1.0280 2.1 -0.4 0.3
C 1.7409 0.3187 -0.8913 -0.3 -2.0 0.2
C -4.8107 -3.3391 -4.4788 0.2 -0.1 -0.3
C 0.3659 3.4113 5.6755 0.2 0.0 0.3
C -4.7569 -6.0627 -3.6196 -0.2 0.1 0.3
C 1.1288 0.0792 0.5756 -0.7 0.9 1.0
C 2.0550 1.9063 -2.7901 2.4 0.8 0.0
C 0.8362 -0.6163 -1.8782 -4.8 -4.2 -1.7
C -1.5347 -1.5179 2.8701 0.0 -0.7 -0.3
C 0.4935 4.1003 -1.0278 0.0 0.3 0.1
C -0.1429 3.7410 4.3272 -0.3 -0.3 -0.3
C -5.5202 -1.5993 0.3280 0.7 -0.2 -0.4
C 1.7592 5.4292 5.6540 0.3 0.2 0.2
C -1.8110 -1.9995 1.3615 -0.5 0.5 -0.1
C -4.1280 -5.6562 -4.8945 0.3 -0.2 -0.3
C 1.2507 4.1960 6.2917 -0.2 -0.3 0.0
C 0.0269 -1.6713 3.3149 -1.3 -0.2 1.3
C 1.7040 1.0389 1.7303 1.0 -0.9 1.2
C -4.0095 -1.9643 -0.2033 -1.1 1.1 0.0
C -5.4396 -3.7457 -3.2043 -0.1 0.4 0.3
C -5.3672 -5.1750 -2.8341 0.1 -0.3 0.0
C 2.0421 0.1134 3.0322 -0.2 0.0 -0.2
C 0.6737 -0.2751 3.7742 0.5 0.2 0.5
C 0.3657 4.9741 3.6893 0.2 0.3 0.0
C 3.0050 3.2021 -3.0767 -0.5 -1.1 -1.5
C -2.9505 -1.0876 0.6417 0.3 -0.2 -0.6
C 1.2505 5.7587 4.3057 -0.2 -0.1 -0.2
C 3.4370 3.0602 -4.6464 -0.4 0.1 0.5
C 3.2842 -0.1159 -0.8173 0.3 -0.2 -0.3
C -4.2002 -4.2270 -5.2644 -0.1 0.3 0.1
B 0.4097 2.4532 -1.1815 -1.5 1.4 0.6
H -4.8734 -2.2889 -4.7343 0.0 0.0 0.1
H -3.5224 -0.4580 1.4223 0.9 -1.1 -1.0
H 0.8677 -0.3309 4.9122 -0.2 0.0 -1.7
H 5.6208 -1.1015 -0.5216 -0.4 -0.4 0.2
H 2.6020 3.5810 -5.2481 1.6 -0.8 0.7
H -2.4860 -0.3464 -0.1088 -0.3 -1.2 1.3
H 2.5743 -0.8641 2.7147 -0.8 1.5 0.3
H 2.7904 0.6319 3.7444 -1.3 -0.6 -1.0
H 1.6336 6.6646 3.8525 0.0 0.0 0.0
H -0.8187 -1.9610 0.7987 -1.6 0.0 0.3
H 3.0274 -3.5967 -0.7130 -0.2 1.0 0.4
H -1.8812 -0.4390 3.0037 0.6 -1.3 -0.2
H 3.9103 3.1346 -2.3880 -1.3 0.2 -0.8
H -5.5346 -0.4984 0.6732 0.0 -1.8 -0.4
H 0.6359 -2.2586 2.5519 -0.8 1.0 0.8
H -0.0529 0.6101 3.6391 0.9 -1.5 0.1
H -3.7339 -3.9458 -6.2004 0.0 0.0 0.0
H 3.4610 1.9536 -4.9778 0.0 1.8 0.6
H -5.8333 -5.4560 -1.8978 0.0 0.1 0.0
H 2.4314 4.1855 -3.0153 0.9 -1.4 0.4
H 3.6171 -2.9093 -2.7243 0.3 0.7 0.1
H 3.9641 0.4427 -1.5709 -1.3 -0.9 1.0
H -4.6938 -7.1130 -3.3639 0.0 0.0 0.0
H -2.2110 -2.1569 3.5534 1.1 1.0 -0.8
H -1.6029 2.5859 -1.1482 0.8 -0.4 0.2
H 2.7650 -2.5973 0.6083 0.0 0.0 -0.7
H 0.0427 4.4100 -0.0104 0.5 -0.5 -1.5
H -0.0172 2.5051 6.1285 0.0 0.0 -0.1
H -3.9998 -1.6751 -1.3097 0.3 -0.4 1.6
H 4.7241 -1.6972 0.7243 0.5 -0.1 -0.8
H 1.6345 3.9696 7.2786 0.0 0.0 0.0
H -0.0192 0.1971 0.6117 1.8 -0.2 -0.6
H -0.0180 5.2003 2.7022 0.0 -0.1 0.0
H -2.2291 -3.0762 1.3189 0.9 1.5 0.3
H -3.8187 -3.0896 -0.1508 -0.2 1.5 0.1
H 4.4649 3.5259 -4.8274 -1.5 -0.5 0.1
H 1.3006 -0.9965 0.9555 -0.1 1.7 -1.3
H 2.6858 1.5666 1.4757 -1.4 -0.6 0.0
H 3.7519 0.1699 0.2032 -1.2 -0.3 -1.4
H 2.6563 1.0179 -3.2163 -1.4 1.1 1.0
H -0.0106 -2.3352 4.2623 0.3 0.9 -1.5
H -5.7266 -2.2994 1.2095 -0.1 1.2 -1.1
H 0.9505 1.8132 2.1048 1.0 -0.9 -0.8
H 1.5612 4.4954 -1.0470 -1.4 -0.5 0.0
H 5.0545 -2.0149 -2.5077 -0.9 -0.5 0.2
H -0.1127 4.6133 -1.8559 0.8 -0.6 1.2
H -6.2951 -1.7163 -0.5176 1.2 0.0 1.6
```
Positions in Å, forces in eV/Å.

- DFT total energy: -65360.6081 eV
- LUMO energy: 0.0 eV
- Total charge: -1
- Multiplicity: 1
- HOMO-LUMO gap: 3.781 eV
- Highest occupied orbital energy: -3.7853 eV

| no. | F_max (hartree/bohr) |
| --- | --- |
| 1 | 0.0878 |
| 2 | 0.1274 |